Entry 1:
{
  "formula": "CH2NOPS",
  "method": "ωB97M-V with the def2-TZVPD basis set",
  "fmax_ev_per_a": 4.8,
  "e_tot_ha": -908.693210,
  "spin_multiplicity": 1,
  "lumo_ha": -0.036,
  "e_homo_ev": -8.619,
  "species": ["C", "N", "O", "P", "S", "H", "H"],
  "positions_angstrom": [[0.877, -0.918, -0.108], [-0.566, 1.613, 0.393], [1.228, -1.053, 1.033], [-1.556, -1.108, -0.621], [-1.800, 0.800, 0.041], [1.460, -0.807, -1.011], [0.357, 1.473, 0.273]],
  "mulliken_charge": [-0.123, -0.431, -0.321, 0.062, 0.184, 0.359, 0.269]
}

---

Entry 2:
{
  "formula": "C17H19NO6",
  "method": "ωB97M-V with the def2-TZVPD basis set",
  "fmax_ev_per_a": 1.2,
  "e_tot_ha": -1165.350351,
  "spin_multiplicity": 1,
  "lumo_ha": 0.014,
  "e_homo_ev": -8.687,
  "species": ["C", "O", "C", "C", "C", "C", "O", "O", "C", "C", "C", "O", "C", "C", "C", "O", "C", "C", "C", "C", "N", "O", "C", "C", "H", "H", "H", "H", "H", "H", "H", "H", "H", "H", "H", "H", "H", "H", "H", "H", "H", "H", "H"],
  "positions_angstrom": [[-1.367, 2.617, 0.008], [-1.534, 1.363, 0.629], [-0.519, 0.451, 0.526], [0.715, 0.757, -0.023], [1.748, -0.178, -0.079], [3.026, 0.249, -0.675], [3.248, 1.359, -1.100], [3.940, -0.740, -0.694], [5.207, -0.438, -1.249], [6.264, -0.052, -0.218], [5.728, 0.468, 1.083], [7.434, -0.142, -0.481], [1.546, -1.456, 0.430], [0.318, -1.775, 0.964], [-0.732, -0.856, 1.016], [-1.863, -1.355, 1.572], [-3.112, -0.699, 1.472], [-3.580, -0.480, 0.070], [-3.330, -1.268, -1.092], [-2.533, -2.514, -1.211], [-3.927, -0.739, -2.127], [-4.575, 0.374, -1.708], [-4.373, 0.538, -0.392], [-5.021, 1.685, 0.289], [-0.556, 3.189, 0.469], [-1.178, 2.510, -1.064], [-2.308, 3.145, 0.157], [0.921, 1.737, -0.420], [5.540, -1.318, -1.805], [5.109, 0.411, -1.941], [5.103, 1.339, 0.890], [5.107, -0.293, 1.552], [6.547, 0.739, 1.743], [2.338, -2.185, 0.398], [0.124, -2.760, 1.357], [-3.099, 0.257, 2.008], [-3.797, -1.380, 1.993], [-2.801, -3.023, -2.133], [-2.718, -3.163, -0.358], [-1.469, -2.279, -1.236], [-4.388, 2.047, 1.095], [-5.203, 2.480, -0.429], [-5.977, 1.379, 0.714]],
  "mulliken_charge": [-1.087, -0.353, 1.160, -0.369, -0.472, 0.647, -0.644, -0.281, -0.413, 0.608, -1.053, -0.566, -0.759, -0.559, 0.145, -0.426, -0.864, 1.428, 0.611, -1.158, -0.773, -0.173, -0.093, -1.365, 0.396, 0.426, 0.237, 0.591, 0.341, 0.310, 0.282, 0.298, 0.359, 0.496, 0.458, 0.358, 0.351, 0.428, 0.329, 0.162, 0.312, 0.358, 0.315]
}

---

Entry 3:
{
  "formula": "CH4N3O2",
  "method": "ωB97M-V with the def2-TZVPD basis set",
  "fmax_ev_per_a": 2.1,
  "e_tot_ha": -355.076779,
  "spin_multiplicity": 1,
  "lumo_ha": [0.115, 0.145],
  "e_homo_ev": [-1.850, -4.286],
  "charge": -1,
  "species": ["C", "N", "N", "N", "O", "O", "H", "H", "H", "H"],
  "positions_angstrom": [[0.348, -1.315, -0.351], [-0.670, -1.673, -1.056], [-0.027, 1.404, 0.308], [-1.698, -2.318, -0.333], [-1.790, -2.076, 0.902], [-2.596, -2.870, -1.022], [0.371, -1.598, 0.684], [1.117, -0.723, -0.830], [-0.650, 0.622, 0.404], [0.271, 1.505, 1.244]],
  "mulliken_charge": [-0.648, -0.453, -0.675, 0.931, -0.606, -0.636, 0.450, 0.385, 0.174, 0.079]
}

---

Entry 4:
{
  "formula": "C3H9NOS",
  "method": "ωB97M-V with the def2-TZVPD basis set",
  "fmax_ev_per_a": 1.0,
  "e_tot_ha": -647.860602,
  "spin_multiplicity": 1,
  "lumo_ha": 0.024,
  "e_homo_ev": -9.313,
  "species": ["O", "C", "N", "C", "C", "S", "H", "H", "H", "H", "H", "H", "H", "H", "H"],
  "positions_angstrom": [[-2.471, 0.142, -0.447], [-1.903, -0.136, 0.840], [-0.496, 0.153, 0.986], [0.391, -0.519, 0.009], [1.653, 0.276, -0.184], [2.884, -0.661, -1.138], [-1.967, 0.892, -0.771], [-2.073, -1.176, 1.109], [-2.427, 0.489, 1.571], [-0.380, 1.157, 0.853], [-0.074, -0.661, -0.971], [0.623, -1.499, 0.425], [2.193, 0.508, 0.736], [1.421, 1.251, -0.620], [2.626, -0.214, -2.399]],
  "mulliken_charge": [-0.510, -0.409, -0.448, -0.317, -0.779, -0.223, 0.296, 0.323, 0.307, 0.268, 0.334, 0.319, 0.343, 0.371, 0.123]
}

---

Entry 5:
{
  "formula": "C21H26N4O3S",
  "method": "ωB97M-V with the def2-TZVPD basis set",
  "fmax_ev_per_a": 1.1,
  "e_tot_ha": -1658.785492,
  "spin_multiplicity": 1,
  "lumo_ha": 0.023,
  "e_homo_ev": -7.924,
  "species": ["C", "C", "C", "O", "N", "C", "C", "C", "C", "C", "C", "S", "O", "O", "N", "C", "C", "N", "C", "C", "C", "C", "C", "N", "C", "C", "C", "C", "C", "H", "H", "H", "H", "H", "H", "H", "H", "H", "H", "H", "H", "H", "H", "H", "H", "H", "H", "H", "H", "H", "H", "H", "H", "H", "H"],
  "positions_angstrom": [[-0.320, -3.261, -4.559], [0.732, -3.045, -3.477], [0.521, -1.704, -2.789], [-0.398, -0.978, -3.101], [1.420, -1.369, -1.809], [2.449, -2.256, -1.299], [2.096, -2.651, 0.132], [2.177, -1.406, 1.005], [1.636, -0.189, 0.304], [1.523, 0.990, 1.027], [1.058, 2.142, 0.431], [0.980, 3.666, 1.374], [2.063, 3.650, 2.313], [0.872, 4.759, 0.451], [-0.420, 3.689, 2.281], [-1.653, 3.881, 1.569], [-2.140, 2.578, 0.906], [-1.700, 1.445, 1.690], [-1.664, 0.178, 1.189], [-2.067, -0.128, -0.124], [-2.014, -1.437, -0.544], [-1.560, -2.422, 0.328], [-1.183, -2.023, 1.595], [-1.229, -0.773, 2.021], [-1.569, 1.679, 3.108], [-0.506, 2.755, 3.382], [0.716, 2.152, -0.908], [0.828, 0.991, -1.646], [1.275, -0.189, -1.050], [-0.164, -4.218, -5.051], [-0.265, -2.469, -5.300], [-1.315, -3.245, -4.125], [0.662, -3.846, -2.737], [1.728, -3.068, -3.926], [3.402, -1.714, -1.307], [2.551, -3.133, -1.933], [1.081, -3.052, 0.146], [2.778, -3.421, 0.495], [3.220, -1.210, 1.273], [1.624, -1.553, 1.934], [1.821, 1.014, 2.063], [-2.396, 4.258, 2.279], [-1.468, 4.647, 0.815], [-1.710, 2.500, -0.094], [-3.237, 2.596, 0.814], [-2.427, 0.632, -0.794], [-2.327, -1.689, -1.546], [-1.523, -3.460, 0.034], [-0.829, -2.740, 2.328], [-1.297, 0.731, 3.573], [-2.538, 2.008, 3.508], [-0.760, 3.306, 4.295], [0.487, 2.328, 3.512], [0.403, 3.079, -1.362], [0.575, 0.994, -2.692]],
  "mulliken_charge": [-1.355, -0.658, 0.872, -0.634, 0.303, -1.020, -0.438, -1.005, 1.206, -0.960, 0.148, 1.259, -0.722, -0.759, 0.102, -1.071, -0.793, 0.324, 0.747, -0.646, -0.399, -0.515, -0.649, -0.372, -0.631, -0.772, -0.769, -1.009, -0.128, 0.415, 0.323, 0.275, 0.348, 0.374, 0.282, 0.560, -0.022, 0.478, 0.508, 0.382, 0.462, 0.368, 0.421, 0.428, 0.574, 0.355, 0.491, 0.445, 0.449, 0.365, 0.346, 0.339, 0.301, 0.565, 0.511]
}

---

Entry 6:
{
  "formula": "C25H22F24NO5S",
  "method": "ωB97M-V with the def2-TZVPD basis set",
  "fmax_ev_per_a": 8.9,
  "e_tot_ha": -4190.949593,
  "spin_multiplicity": 1,
  "lumo_ha": -0.206,
  "e_homo_ev": -12.398,
  "charge": 1,
  "species": ["O", "S", "O", "C", "C", "C", "C", "C", "C", "C", "N", "C", "C", "C", "H", "H", "H", "H", "H", "H", "H", "H", "H", "H", "C", "C", "C", "F", "F", "F", "F", "O", "C", "C", "F", "F", "F", "F", "H", "H", "H", "H", "C", "C", "C", "F", "F", "F", "F", "O", "C", "C", "F", "F", "F", "F", "H", "H", "H", "H", "C", "C", "C", "F", "F", "F", "F", "O", "C", "C", "F", "F", "F", "F", "H", "H", "H", "H"],
  "positions_angstrom": [[-2.364, 0.998, -3.927], [-1.405, 1.954, -3.124], [-0.287, 2.382, -4.112], [-2.464, 3.362, -2.487], [-2.160, 3.809, -0.934], [-3.167, 4.994, -0.317], [-2.913, 5.466, 1.242], [-1.744, 4.825, 2.211], [-1.444, 5.246, 3.768], [-0.241, 4.426, 4.563], [0.612, 3.323, 3.917], [0.402, 2.930, 2.462], [-0.784, 3.648, 1.549], [-0.965, 3.151, -0.018], [-0.809, 1.157, -2.134], [-3.591, 2.972, -2.498], [-2.468, 4.301, -3.224], [-4.022, 5.423, -1.020], [-3.611, 6.288, 1.715], [-2.087, 6.097, 4.263], [-0.037, 4.716, 5.697], [1.355, 2.824, 4.475], [1.048, 2.092, 1.911], [-0.215, 2.338, -0.401], [3.688, -1.754, -0.588], [2.753, -0.598, -0.200], [2.852, 0.644, -1.082], [4.091, 1.176, -1.105], [2.027, 1.622, -0.619], [2.942, -0.297, 1.112], [1.469, -1.074, -0.286], [4.940, -1.829, 0.107], [5.964, -0.966, -0.389], [6.321, 0.169, 0.582], [5.226, 0.879, 0.959], [7.180, 1.052, 0.009], [5.603, -0.522, -1.617], [7.054, -1.757, -0.587], [3.170, -2.679, -0.305], [3.822, -1.837, -1.673], [2.552, 0.423, -2.110], [6.787, -0.229, 1.487], [6.712, -5.011, 2.758], [5.923, -5.182, 1.450], [4.456, -4.763, 1.514], [3.756, -5.438, 2.448], [3.841, -5.008, 0.326], [6.060, -6.463, 1.016], [6.542, -4.406, 0.503], [6.815, -6.164, 3.602], [5.683, -6.414, 4.435], [4.903, -7.674, 4.034], [4.549, -7.659, 2.723], [3.752, -7.786, 4.747], [4.913, -5.299, 4.466], [6.173, -6.561, 5.696], [7.749, -4.799, 2.467], [6.399, -4.124, 3.321], [4.361, -3.692, 1.717], [5.504, -8.572, 4.206], [-7.124, 0.941, -4.464], [-6.994, 2.402, -4.004], [-6.607, 2.592, -2.539], [-7.481, 2.022, -1.686], [-6.575, 3.916, -2.225], [-8.141, 3.066, -4.310], [-6.018, 2.980, -4.776], [-8.441, 0.375, -4.439], [-8.880, -0.093, -3.163], [-10.018, 0.750, -2.569], [-9.703, 2.070, -2.523], [-10.295, 0.370, -1.295], [-7.805, -0.190, -2.343], [-9.310, -1.368, -3.361], [-6.847, 0.925, -5.525], [-6.392, 0.284, -3.979], [-5.612, 2.184, -2.338], [-10.928, 0.646, -3.166]],
  "mulliken_charge": [-0.590, 0.882, -0.564, 0.195, 0.450, -0.444, -0.575, 0.556, -0.431, -0.247, -0.071, -0.195, 0.074, 0.224, 0.161, -0.255, 0.411, 0.358, 0.271, 0.316, 0.337, 0.309, 0.277, -0.444, -0.944, 1.137, 0.000, -0.202, -0.275, -0.304, -0.345, -0.366, 0.667, 0.201, -0.185, -0.269, -0.278, -0.268, 0.527, 0.334, 0.299, 0.248, -0.847, 0.914, 0.399, -0.249, -0.290, -0.280, -0.275, -0.408, 0.728, 0.223, -0.198, -0.254, -0.274, -0.295, 0.458, 0.339, 0.091, 0.240, -0.802, 0.967, 0.326, -0.232, -0.282, -0.271, -0.309, -0.407, 0.734, 0.226, -0.199, -0.253, -0.272, -0.290, 0.451, 0.360, 0.011, 0.240]
}